Record 1
# C27H50AlOP2

C27H50AlOP2 as an isolated structure in a non-equilibrium geometry (ωB97M-V/def2-TZVPD, the Open Molecules 2025 dataset).

Structure (XYZ):
```
81
Properties=species:S:1:pos:R:3
Al -0.416 1.550 0.982
C 1.436 2.860 2.678
C 2.259 2.870 1.520
C 0.206 3.746 0.910
C 0.138 3.364 2.314
C 1.536 3.447 0.442
C 1.847 2.492 4.049
H 2.500 1.609 4.060
H 0.980 2.274 4.688
H 2.399 3.314 4.531
C -0.877 3.870 3.270
H -0.845 3.330 4.225
H -1.892 3.789 2.863
H -0.701 4.936 3.497
C -0.679 4.742 0.262
H -0.383 5.760 0.565
H -1.726 4.600 0.543
H -0.601 4.696 -0.829
C 2.037 3.779 -0.906
H 2.593 4.731 -0.908
H 1.208 3.896 -1.618
H 2.706 3.007 -1.306
C 3.625 2.324 1.429
H 4.363 3.133 1.512
H 3.802 1.814 0.470
H 3.834 1.602 2.231
C -0.792 -0.323 1.797
C 0.530 -0.176 2.240
C 1.733 -0.862 1.691
C 1.851 -0.910 0.147
C 1.334 0.282 -0.558
C -0.016 0.543 -0.797
C -1.022 -0.625 -0.745
C -1.194 -1.243 0.652
H 1.773 -1.892 2.093
H 1.371 -1.830 -0.232
H 2.634 -0.362 2.086
H -0.650 -2.199 0.706
H -1.568 -0.231 2.570
H 0.655 0.162 3.272
H -2.260 -1.485 0.796
H -1.996 -0.244 -1.087
H -0.238 1.254 -1.607
H -0.728 -1.414 -1.455
H 2.924 -1.005 -0.106
H 2.076 0.927 -1.015
P 0.840 -4.449 -1.430
C -0.495 -5.378 -0.563
C 2.194 -5.667 -1.134
P 0.993 -3.630 -4.272
C 0.375 -4.973 -3.149
C 2.395 -4.543 -5.055
C -0.219 -3.915 -5.631
H -1.461 -4.898 -0.763
H -0.299 -5.352 0.516
H -0.520 -6.419 -0.915
H 1.853 -6.687 -1.362
H 2.470 -5.605 -0.074
H 3.073 -5.423 -1.742
H -0.218 -4.972 -5.929
H 0.062 -3.286 -6.483
H -1.217 -3.627 -5.287
H -0.723 -5.037 -3.225
H 0.826 -5.946 -3.409
H 2.735 -3.949 -5.913
H 2.069 -5.532 -5.405
H 3.229 -4.649 -4.353
C -4.089 1.113 -0.142
C -3.457 2.001 0.922
C -3.986 3.425 0.794
C -3.707 1.467 2.324
O -2.060 2.049 0.679
H -5.186 1.155 -0.087
H -3.798 0.065 -0.020
H -3.783 1.439 -1.147
H -5.079 3.424 0.903
H -3.567 4.079 1.565
H -3.725 3.847 -0.185
H -3.484 0.402 2.372
H -3.060 1.960 3.052
H -4.752 1.609 2.625
```

The HOMO-LUMO gap is 6.14 eV. The total charge is +1. The total energy is -56026.627 eV. The relative energy (zero: lowest compared OMol25 entry of this formula, charge and spin) comes out at 0.000 eV. Its HOMO energy is -10.27 eV. The calculation puts the molar mass at 479.63 g mol⁻¹.

=====

Record 2
# C27H50AsBN6O6P2Pd

C27H50AsBN6O6P2Pd as an isolated structure (ωB97M-V/def2-TZVPD, the Open Molecules 2025 dataset).

Structure (XYZ):
```
94
Properties=species:S:1:pos:R:3
Pd 0.553 1.039 -0.341
C 6.365 1.320 2.450
N 5.546 0.173 2.147
C 6.235 -1.083 2.250
P 4.194 0.409 1.153
O 3.564 1.689 1.539
O 3.447 -0.932 1.319
P 1.796 -1.660 0.382
O 2.101 -0.876 -0.836
N 0.901 -1.220 1.730
C 0.355 -2.271 2.573
C 1.133 0.025 2.455
N 2.483 -3.187 0.608
C 2.810 -3.912 -0.603
C 3.311 -3.546 1.731
N 4.785 0.518 -0.419
C 5.166 -0.702 -1.105
C 4.151 1.488 -1.315
H 7.290 1.331 1.852
H 6.654 1.321 3.510
H 5.805 2.230 2.247
H 7.141 -1.114 1.622
H 5.576 -1.893 1.952
H 6.553 -1.271 3.286
H 0.332 -3.221 2.047
H -0.669 -2.012 2.865
H 0.948 -2.388 3.491
H 1.310 0.859 1.759
H 1.981 -0.051 3.140
H 0.225 0.245 3.023
H 2.254 -3.513 -1.448
H 2.559 -4.975 -0.495
H 3.882 -3.834 -0.833
H 3.132 -2.889 2.576
H 4.379 -3.486 1.486
H 3.090 -4.580 2.029
H 5.454 -1.474 -0.390
H 6.024 -0.511 -1.763
H 4.337 -1.093 -1.704
H 3.773 2.332 -0.748
H 3.304 1.042 -1.846
H 4.891 1.841 -2.043
C -5.936 2.825 -3.240
C -5.720 1.741 -2.215
C -6.549 1.681 -1.098
C -6.342 0.726 -0.115
C -5.291 -0.166 -0.233
C -4.459 -0.122 -1.350
N -3.328 -0.951 -1.459
C -3.216 -2.242 -0.998
C -4.350 -3.074 -0.904
C -4.249 -4.378 -0.466
C -3.017 -4.917 -0.108
C -1.892 -4.119 -0.221
C -1.964 -2.801 -0.663
C -0.709 -1.982 -0.777
O 0.348 -2.562 -0.256
O -0.743 -0.880 -1.295
C -4.681 0.817 -2.367
C -3.786 0.816 -3.573
H -6.735 3.496 -2.920
H -6.209 2.414 -4.215
H -5.027 3.412 -3.376
H -7.350 2.404 -0.993
H -6.980 0.695 0.760
H -5.085 -0.875 0.558
H -2.444 -0.485 -1.672
H -5.308 -2.677 -1.207
H -5.145 -4.986 -0.412
H -2.935 -5.938 0.242
H -0.914 -4.503 0.039
H -3.610 -0.208 -3.908
H -2.819 1.256 -3.308
H -4.215 1.383 -4.397
C -2.006 0.597 1.438
As -1.783 2.193 0.334
C -0.520 3.462 1.103
C -3.413 3.084 1.004
O -2.135 2.065 -1.287
H -2.020 0.908 2.485
H -1.205 -0.119 1.267
H -2.974 0.169 1.171
H -0.786 3.607 2.153
H -0.640 4.390 0.543
H 0.512 3.132 1.003
H -3.406 3.197 2.092
H -4.273 2.486 0.698
H -3.480 4.066 0.535
B 1.729 5.649 -1.650
C 1.378 4.093 -1.567
N 1.123 2.967 -1.504
H 2.479 5.924 -0.727
H 0.690 6.287 -1.558
H 2.272 5.879 -2.721
```

The HOMO-LUMO gap is 5.38 eV. The total charge is -2. The total energy is -133613.386 eV. The relative energy (zero: lowest compared OMol25 entry of this formula, charge and spin) comes out at 0.351 eV. Its HOMO energy is -1.10 eV. The calculation puts the molar mass at 808.84 g mol⁻¹.

=====

What is the HOMO-LUMO gap in the first record? 6.14 eV